{
  "formula": "C24H29GeN3ORe",
  "method": "ωB97M-V/def2-TZVPD",
  "homo_energy_ev": [-13.49, -13.60],
  "spin_multiplicity": 4,
  "total_energy_ev": -90503.586,
  "charge": 2,
  "s2": 3.83,
  "orbital_gap_ev": [5.6, 5.2],
  "species": ["Re", "C", "C", "N", "C", "C", "C", "C", "C", "C", "C", "N", "C", "C", "C", "C", "C", "C", "C", "C", "N", "C", "H", "H", "H", "H", "H", "H", "H", "H", "H", "H", "H", "H", "C", "C", "O", "H", "H", "H", "H", "H", "H", "C", "Ge", "C", "C", "C", "H", "H", "H", "H", "H", "H", "H", "H", "H", "H", "H"],
  "xyz": [[1.1867, 0.0419, 0.3609], [5.0027, -0.8475, -1.1589], [3.6275, -0.8618, -1.0128], [3.0074, 0.1169, -0.2775], [3.7240, 1.2870, 0.0840], [5.1119, 1.3664, -0.0719], [5.7206, 0.1941, -0.5860], [5.6879, 2.6175, 0.3681], [4.8771, 3.6506, 0.8204], [3.5124, 3.5581, 0.8058], [2.8987, 2.3797, 0.3903], [1.5470, 2.0337, 0.3583], [0.4329, 2.8394, 0.1373], [0.4415, 4.2096, 0.0564], [-0.7065, 4.9604, 0.0266], [-1.9392, 4.2440, 0.0031], [-1.9750, 2.8654, -0.1373], [-3.1952, 2.1821, -0.3419], [-3.1456, 0.8781, -0.6199], [-1.8932, -0.0140, -0.4472], [-0.6257, 0.7375, -0.0408], [-0.7799, 2.1043, 0.0844], [5.5159, -1.6450, -1.5890], [2.9566, -1.5235, -1.6473], [6.8120, 0.1545, -0.6307], [6.7790, 2.7405, 0.3292], [5.3467, 4.5337, 1.2342], [2.8180, 4.4209, 1.0261], [1.4490, 4.6515, -0.0858], [-0.6615, 6.0377, 0.0231], [-2.8707, 4.7567, -0.1280], [-4.1428, 2.7253, -0.2754], [-3.9506, 0.2618, -1.0431], [-1.7442, -0.5171, -1.4149], [2.0552, -4.3031, -0.1715], [1.1089, -3.1756, -0.0987], [1.4879, -2.1855, 0.9084], [2.0552, -4.7527, -1.1601], [1.7767, -5.0963, 0.6302], [3.0832, -4.0856, 0.1553], [0.0771, -3.4849, 0.0979], [1.0553, -2.5596, -1.0394], [2.3489, -2.4319, 1.2748], [-5.3298, -0.9093, 1.0861], [-4.0288, -2.1096, 0.1974], [-4.4232, -2.4604, -1.6184], [-3.8717, -3.8617, 1.0508], [-2.3461, -1.0493, 0.5574], [-5.5137, -0.0207, 0.4784], [-4.9806, -0.6102, 2.0858], [-6.3789, -1.4395, 1.1527], [-4.7376, -3.5042, -1.7685], [-3.5042, -2.1830, -2.1643], [-5.1998, -1.8000, -2.0461], [-4.0039, -4.5879, 0.2714], [-4.6112, -4.1404, 1.8419], [-2.8160, -3.9780, 1.4295], [-2.4911, -0.5350, 1.5255], [-1.6370, -1.8757, 0.7237]]
}

***

{
  "formula": "C2H7NO2",
  "method": "ωB97M-V/def2-TZVPD",
  "smiles": "CC(N)=O.O",
  "homo_energy_ev": -9.46,
  "total_energy_ev": -7773.277,
  "charge": 0,
  "orbital_gap_ev": 9.9,
  "species": ["C", "C", "N", "O", "H", "H", "H", "H", "H", "H", "H", "O"],
  "xyz": [[-1.3542, 0.8742, -0.3945], [-1.3684, -0.5351, 0.1078], [-0.1970, -0.9632, 0.6591], [-2.3642, -1.2294, 0.0767], [-1.8207, 0.9372, -1.3774], [-0.3548, 1.2959, -0.4424], [-1.9246, 1.4870, 0.2999], [0.6790, -0.5048, 0.4701], [-0.2241, -1.9256, 0.9579], [3.3459, 0.1624, 0.5785], [2.9523, 0.3899, -0.8815], [2.6308, 0.0114, -0.0542]]
}

***

Record order is preserved below.
Relative energy (zero: lowest compared OMol25 entry of this formula, charge and spin): 71.4 5.7 kcal per mole